No. 1
Density functional theory data (ωB97M-V/def2-TZVPD) for the molecule C5H7FN2.

Properties
frontier orbital gap = 9.503 eV
relative energy (zero: lowest compared OMol25 entry of this formula, charge and spin) = 43.9 kcal/mol
structure (SMILES) = Cc1nc(F)[nH]c1C
total energy = -404.03691 Eh
2S+1 = 1

CARTESIAN COORDINATES (ANGSTROEM)
H: 1.817 -1.935 -0.866
N: -2.469 -0.572 -0.590
N: -0.793 -1.623 -1.807
H: 1.660 -0.484 0.208
C: -2.027 -1.270 -1.633
C: -0.036 -0.947 -0.792
H: 1.802 -0.312 -1.543
H: 0.526 0.847 1.350
C: 1.472 -0.922 -0.741
C: -0.533 0.711 1.179
H: -3.142 0.209 -0.588
C: -0.793 -0.261 0.083
F: -2.934 -1.644 -2.534
H: -0.974 0.351 2.053
H: -1.036 1.762 0.973

Atom charges from the Löwdin analysis, given in e for atoms 1 to 5: number 1, H, carries 0.083; number 2, N, carries 0.182; number 3, N, carries 0.146; number 4, H, carries 0.052; number 5, C, carries -0.533

No. 2
Density functional theory data (ωB97M-V/def2-TZVPD) for the molecule C5H7FN2.

Properties
frontier orbital gap = 10.680 eV
relative energy (zero: lowest compared OMol25 entry of this formula, charge and spin) = 101.7 kcal/mol
structure (SMILES) = C[C@]1([C@@H](F)C#N)CN1
total energy = -403.94482 Eh
2S+1 = 1

CARTESIAN COORDINATES (ANGSTROEM)
H: 2.133 1.935 -0.533
H: 0.736 1.560 -1.629
C: -0.452 -0.266 -0.565
C: 0.604 0.327 -0.007
C: 1.087 -0.244 1.273
N: -2.781 0.552 0.519
H: 0.403 -0.819 1.859
H: 1.612 0.660 1.795
C: -1.780 0.144 0.146
F: -0.374 -1.623 -0.611
H: 0.334 2.312 0.084
H: 2.064 -1.544 -0.023
H: -0.739 0.280 -1.663
C: 0.982 1.677 -0.573
N: 1.949 -0.496 0.048

Atom charges from the Löwdin analysis, given in e for atoms 1 to 5: number 1, H, carries 0.134; number 2, H, carries 0.071; number 3, C, carries -0.365; number 4, C, carries -0.550; number 5, C, carries -0.095

No. 3
Density functional theory data (ωB97M-V/def2-TZVPD) for the molecule C5H7FN2.

Properties
frontier orbital gap (spin up / spin down) = 10.002 / 4.739 eV
relative energy (zero: lowest compared OMol25 entry of this formula, charge and spin) = 144.9 kcal/mol
total energy = -403.87594 Eh
2S+1 = 1

CARTESIAN COORDINATES (ANGSTROEM)
H: 0.169 -0.905 1.451
H: -2.079 0.783 -0.719
H: -1.614 -1.548 -0.541
N: -0.293 2.832 0.146
C: 2.730 -0.946 0.069
H: -1.730 0.343 0.863
N: 1.564 -0.518 0.154
C: -0.700 -0.972 -0.489
F: 3.694 -0.029 -0.146
H: -0.564 3.516 -0.552
H: -0.194 -1.083 -1.405
H: 0.481 -2.296 0.579
C: -0.527 1.645 0.158
C: -1.351 0.425 -0.068
C: 0.416 -1.248 0.501

Atom charges from the Löwdin analysis, given in e for atoms 1 to 5: number 1, H, carries 0.099; number 2, H, carries 0.084; number 3, H, carries 0.108; number 4, N, carries 0.107; number 5, C, carries -0.092

No. 4
Density functional theory data (ωB97M-V/def2-TZVPD) for the molecule C5H7FN2O6.

Properties
frontier orbital gap = 10.475 eV
relative energy (zero: lowest compared OMol25 entry of this formula, charge and spin) = 0.0 kcal/mol
structure (SMILES) = CC(=O)O[C@H](C)C(F)([N+](=O)[O-])[N+](=O)[O-]
total energy = -855.28983 Eh
2S+1 = 1

CARTESIAN COORDINATES (ANGSTROEM)
H: 0.125 2.655 0.106
O: 2.145 -2.344 -0.711
C: 0.982 0.776 0.103
H: 0.811 1.996 -1.563
O: 3.972 1.176 -1.906
H: -1.155 -2.520 -0.609
H: -1.883 -2.603 0.920
C: -0.445 -1.067 0.557
H: 1.852 2.543 -0.120
O: 3.228 -1.331 0.901
O: 0.243 -1.400 1.478
C: 0.929 2.129 -0.423
F: 2.092 -0.207 -2.061
O: 4.342 0.945 0.171
H: -2.496 -1.325 -0.395
O: -0.123 0.009 -0.223
C: 2.437 -0.030 -0.769
N: 2.605 -1.405 -0.133
N: 3.720 0.764 -0.813
C: -1.594 -1.902 0.085
H: 1.352 0.436 1.123

Atom charges from the Löwdin analysis, given in e for atoms 1 to 5: number 1, H, carries 0.108; number 2, O, carries 0.143; number 3, C, carries -0.217; number 4, H, carries 0.145; number 5, O, carries 0.129

No. 5
Density functional theory data (ωB97M-V/def2-TZVPD) for C5H7FNiO3 as an isolated structure.

Properties
frontier orbital gap (spin up / spin down) = 7.160 / 6.133 eV
total charge = +1
<S²> = 3.7613
total energy = -2028.15832 Eh
2S+1 = 4

CARTESIAN COORDINATES (ANGSTROEM)
O: 0.290 -0.173 1.356
H: -0.020 -2.347 -2.620
C: 0.974 -2.125 -2.222
C: 1.480 -0.866 -2.200
H: 1.182 0.143 -2.481
C: 0.020 1.054 1.611
F: -0.424 2.165 -2.198
H: -2.344 1.707 -0.397
H: -1.317 0.368 -2.434
Ni: 0.435 -1.316 -0.028
O: -0.617 1.756 0.631
H: -1.729 0.095 0.012
O: 0.282 1.651 2.636
H: 1.578 -2.979 -1.901
H: 2.542 -0.769 -1.944
C: -1.428 1.098 -0.322
C: -0.821 0.996 -1.683

Atom charges from the Löwdin analysis, given in e for atoms 1 to 5: number 1, O, carries -0.042; number 2, H, carries 0.088; number 3, C, carries -0.044; number 4, C, carries -0.027; number 5, H, carries 0.068

No. 6
Density functional theory data (ωB97M-V/def2-TZVPD) for C5H7FO as an isolated structure.

Properties
frontier orbital gap = 10.619 eV
relative energy (zero: lowest compared OMol25 entry of this formula, charge and spin) = 88.3 kcal/mol
total energy = -369.65823 Eh
2S+1 = 1

CARTESIAN COORDINATES (ANGSTROEM)
C: 2.106 -0.536 0.593
H: -2.894 1.838 -0.281
C: -1.885 0.115 0.081
H: -0.150 -1.847 -0.289
H: 2.117 -0.348 1.690
H: 2.962 0.001 -0.014
C: 0.825 0.089 0.103
H: -1.776 1.338 -1.528
C: -0.143 -0.786 -0.380
H: 2.230 -1.557 0.198
O: 0.536 -0.052 -1.309
H: 0.716 1.009 0.577
F: -2.400 -0.390 1.204
C: -2.244 1.126 -0.645

Atom charges from the Löwdin analysis, given in e for atoms 1 to 5: number 1, C, carries -0.045; number 2, H, carries 0.045; number 3, C, carries -0.194; number 4, H, carries 0.126; number 5, H, carries 0.093